C32H53NO2PdSi4 as an isolated structure, computed with the ωB97M-V functional and the def2-TZVPD basis.

Last column: Löwdin charge in e.
CARTESIAN COORDINATES (ANGSTROEM)
Pd -0.886 -0.086 -0.128  0.85
Si -1.323 -2.886 -1.138  0.41
Si -3.189 -1.365 0.983  0.37
Si 2.430 0.989 -0.173  0.43
Si -3.090 -0.476 -2.115  0.46
O -0.759 1.445 2.513  -0.12
O 0.870 0.984 -0.530  -0.41
N -2.009 1.474 -0.682  -0.06
C 4.619 2.877 0.038  -0.09
C 0.312 -2.293 -1.887  -0.17
C 4.679 -1.197 -3.654  -0.10
C -2.253 -3.994 -2.340  -0.17
C -0.184 1.257 4.872  -0.07
C 0.238 1.724 3.494  -0.30
C -4.478 -2.741 1.147  -0.17
C 3.361 0.095 -1.543  -0.22
C 3.695 -0.497 3.570  -0.09
C -3.572 3.639 -1.313  -0.05
C 2.690 0.000 1.415  -0.21
C -1.673 2.679 -0.234  -0.11
C -4.171 0.214 1.316  -0.17
C -2.401 -1.417 -0.687  -0.54
C 2.455 3.476 1.129  -0.09
C 3.497 -0.510 -3.888  -0.09
C 3.100 2.762 -0.058  -0.60
C -3.087 1.298 -1.478  -0.28
C 2.828 -1.562 3.754  -0.09
C -1.918 -0.388 -3.585  -0.16
C 5.205 -1.244 -2.372  -0.09
C 3.627 0.266 2.411  -0.10
C 1.905 -1.871 2.764  -0.09
C 2.850 0.127 -2.841  -0.11
C -0.870 -3.946 0.352  -0.18
C -3.891 2.377 -1.801  -0.05
C -4.773 -1.048 -2.713  -0.16
C 2.655 3.462 -1.349  -0.10
C -1.936 -1.596 2.383  -0.18
C 1.852 -1.098 1.616  -0.11
C -2.441 3.793 -0.532  -0.03
C 4.548 -0.604 -1.332  -0.09
H 1.128 1.193 3.161  0.09
H -4.742 -2.117 -2.920  0.03
H -0.933 -1.182 2.247  0.00
H -4.756 2.231 -2.431  0.11
H -5.537 -0.888 -1.953  0.03
H -2.349 0.278 -4.336  0.04
H -2.351 -1.079 3.252  0.03
H 2.763 4.527 1.158  0.09
H 5.008 2.575 1.011  0.06
H -1.591 1.817 2.828  0.08
H -4.946 -2.754 2.131  0.03
H -0.232 -3.437 1.073  0.01
H 4.964 -0.665 -0.332  0.10
H -0.309 -4.807 -0.018  0.04
H 3.080 -0.477 -4.886  0.10
H -0.947 0.016 -3.293  0.03
H 1.134 -1.374 0.838  0.07
H -2.542 -3.461 -3.244  0.02
H -5.265 -2.606 0.405  0.03
H -2.144 4.760 -0.153  0.11
H -1.756 -1.355 -4.056  0.02
H -1.636 -4.840 -2.642  0.03
H 6.124 -1.782 -2.182  0.10
H -0.777 2.716 0.368  0.09
H 0.649 1.326 5.571  0.08
H -5.091 -0.545 -3.626  0.03
H -3.572 1.116 1.442  0.01
H 4.425 -0.255 4.331  0.10
H -4.900 0.409 0.530  0.03
H -4.733 0.048 2.238  0.04
H -4.037 -3.723 0.981  0.02
H 2.938 4.519 -1.311  0.08
H 1.576 3.397 -1.489  0.07
H 0.252 -2.355 -2.973  0.04
H 1.918 0.650 -3.026  0.10
H 1.101 -2.970 -1.552  0.04
H 0.654 -1.278 -1.659  -0.01
H -4.191 4.495 -1.551  0.11
H -3.159 -4.382 -1.877  0.03
H -1.837 -2.651 2.628  0.03
H 1.367 3.447 1.067  0.06
H 4.918 3.920 -0.112  0.08
H 4.308 1.100 2.303  0.08
H -1.000 1.864 5.270  0.07
H -0.511 0.219 4.834  0.07
H 2.878 -2.157 4.657  0.10
H 1.230 -2.709 2.885  0.10
H -1.744 -4.323 0.879  0.02
H 5.188 -1.699 -4.467  0.10
H 0.471 2.795 3.492  0.11
H 2.742 3.024 2.078  0.07
H 3.134 3.026 -2.228  0.08
H 5.123 2.279 -0.724  0.08

multiplicity	1
max |F|	1.31	eV/Å
ΔE to the lowest compared entry with this formula, charge and spin	14.8	kcal per mole
E_tot	-74624.0571	eV
molar mass	702.55	g/mol



C32H53NP2Pt as an isolated structure, computed with the ωB97M-V functional and the def2-TZVPD basis.

Last column: Löwdin charge in e.
CARTESIAN COORDINATES (ANGSTROEM)
Pt -1.721 -0.933 -3.383  0.78
P -2.147 -2.985 -3.171  0.61
P -3.557 -0.993 -2.327  0.61
N 2.194 4.437 3.948  -0.30
C 3.209 3.443 4.187  -0.08
C 3.074 -1.835 1.020  -0.19
C -0.841 1.595 -2.799  -0.29
C -3.756 0.058 -0.896  -0.19
C 0.124 0.485 2.873  -0.08
C 1.109 -4.298 2.678  -0.19
C 1.384 1.222 -2.322  -0.15
C 0.404 1.130 -3.334  -0.24
C 2.512 -2.565 -0.223  -0.18
C 2.674 5.794 3.936  -0.09
C 0.003 2.650 4.627  -0.03
C -0.311 0.295 4.199  -0.08
C 3.055 -2.570 2.348  -0.09
C 0.655 0.797 -4.746  -0.04
C -5.109 -0.891 -3.266  -0.19
C 0.236 -2.762 0.842  -0.15
C -0.590 2.051 -1.460  -0.15
C 1.478 2.183 0.063  0.01
C -0.981 -4.192 -2.517  -0.21
C -2.987 -3.905 -4.498  -0.22
C 0.003 -3.298 2.216  -0.18
C -1.541 2.682 -0.517  -0.01
C -1.965 1.969 -3.681  -0.09
C 0.777 1.796 -1.153  -0.17
C 1.188 -3.212 -0.007  -0.15
C -0.392 1.390 5.072  -0.06
C 2.476 -3.684 2.831  -0.10
C 0.512 2.794 3.321  -0.22
C 1.143 4.130 3.002  -0.17
C 2.808 0.865 -2.486  0.00
C 0.494 1.742 2.417  -0.04
C -3.481 -2.760 -1.849  -0.38
H -3.614 -4.687 -4.048  0.08
H -1.268 3.729 -0.318  0.12
H 4.130 -1.560 0.825  0.12
H 2.428 -1.813 -1.033  0.09
H -1.534 2.168 0.454  0.09
H -4.436 -3.280 -2.008  0.08
H 3.042 -4.241 3.594  0.11
H -2.190 -4.360 -5.097  0.07
H 2.455 1.698 0.146  0.09
H 3.140 0.220 -1.663  0.08
H 1.273 1.577 -5.218  0.13
H -5.195 0.144 -3.624  0.07
H 3.477 1.739 -2.520  0.12
H 3.268 5.961 4.843  0.09
H -0.947 -4.150 -1.424  0.04
H 1.818 6.479 3.922  0.09
H 1.124 -5.185 2.019  0.12
H -2.099 1.212 -4.467  0.04
H -3.133 -2.894 -0.819  0.07
H -4.167 1.018 -1.244  0.07
H -3.586 -3.245 -5.132  0.05
H 0.851 1.915 1.240  0.03
H 3.740 -2.052 3.039  0.11
H -0.597 -0.701 4.544  0.10
H -0.756 1.266 6.094  0.11
H 3.224 -3.331 -0.568  0.12
H -2.903 2.075 -3.133  0.07
H 0.398 4.937 3.106  0.13
H -5.949 -1.127 -2.592  0.09
H 2.762 2.494 4.505  0.08
H -1.756 2.929 -4.173  0.12
H 1.203 -0.148 -4.836  0.09
H 2.557 -0.866 1.141  0.09
H 1.511 4.155 1.960  0.10
H -4.452 -0.402 -0.187  0.09
H 3.313 6.011 3.061  0.09
H 3.858 3.822 4.989  0.09
H -2.557 2.689 -0.918  0.07
H 1.040 -4.092 -0.653  0.10
H 1.642 3.269 0.114  0.10
H 0.153 -0.376 2.199  0.07
H 3.837 3.252 3.296  0.09
H 0.805 -4.671 3.673  0.12
H -2.786 0.229 -0.415  0.05
H -1.291 -5.193 -2.850  0.08
H -0.444 -1.946 0.543  0.09
H -0.054 -2.470 2.946  0.09
H 0.007 -3.958 -2.919  0.06
H -0.045 3.527 5.280  0.13
H -0.272 0.695 -5.309  0.07
H -0.978 -3.810 2.226  0.12
H 2.938 0.305 -3.417  0.08
H -5.116 -1.585 -4.117  0.06

multiplicity	5
max |F|	4.95	eV/Å
ΔE to the lowest compared entry with this formula, charge and spin	0.0	kcal per mole
E_tot	-57334.6520	eV
charge	+2
molar mass	708.81	g/mol



C32H54As3ClFN3O6W as an isolated structure, computed with the ωB97M-V functional and the def2-TZVPD basis.

Last column: Löwdin charge in e.
CARTESIAN COORDINATES (ANGSTROEM)
W 0.370 -0.731 -0.003  1.08
As 2.153 -0.386 1.777  1.08
As -1.128 -1.797 1.909  1.09
As -0.307 1.155 5.953  1.12
Cl -2.363 -0.444 -1.417  0.64
F -3.565 -6.000 -2.169  0.08
O -0.129 0.856 -0.133  -0.45
O 2.081 -0.986 -1.260  -0.22
O -2.005 2.964 -1.007  0.13
O 1.705 0.148 -3.184  0.12
O -0.041 -2.743 -0.915  -0.20
O -1.872 1.274 2.083  -0.10
N -3.271 -6.545 -4.937  -0.09
N -5.007 -8.285 -6.350  0.06
N 0.229 -3.207 -4.991  -0.01
C -0.793 -3.789 -2.897  -0.04
C -0.960 -3.742 1.909  -0.27
C -3.881 -7.667 -4.245  -0.14
C 0.047 -2.848 -2.184  -0.30
C -4.129 -8.793 -5.234  -0.07
C -2.007 2.485 1.323  -0.55
C 1.329 2.185 6.282  -0.33
C 1.310 -2.565 4.393  -0.06
C -2.585 -5.378 -2.856  -0.18
C -0.852 0.969 7.820  -0.33
C 3.240 -2.000 1.672  -0.26
C 1.377 -4.699 -6.614  -0.05
C 0.862 -2.031 -2.997  -0.04
C 0.490 -0.659 5.778  -0.35
C -3.104 0.925 -0.512  -0.42
C -0.783 3.369 1.503  0.00
C -0.680 -3.971 -4.286  -0.11
C 0.521 -3.460 -6.412  -0.17
C 3.495 0.986 1.556  -0.24
C 0.666 -1.179 4.333  -0.67
C -2.219 2.141 -0.159  -0.43
C -2.462 -5.619 -4.236  -0.14
C -4.136 -6.023 -5.982  -0.13
C 0.912 -2.249 -4.346  0.06
C -3.285 3.210 1.761  0.01
C 1.601 -0.820 -2.473  -0.62
C -1.767 -4.513 -2.196  0.10
C -4.388 -7.091 -7.029  -0.08
C -0.753 -1.287 3.750  -0.34
C -1.503 -4.908 -4.928  0.07
C 1.593 -0.171 3.630  -0.33
C -3.060 -1.637 1.972  -0.26
H -3.316 -0.617 2.246  0.02
H -1.175 1.940 8.192  0.02
H -1.937 1.524 3.015  0.07
H -1.887 -4.348 -1.134  0.13
H 2.632 -2.878 1.465  0.02
H 1.531 -1.605 -4.957  0.16
H -1.378 -5.108 -5.982  0.12
H 3.927 -1.853 0.840  0.04
H -0.844 4.247 0.864  0.10
H -3.566 0.494 0.369  0.05
H -5.189 -9.027 -7.027  0.19
H -3.474 -1.884 0.995  0.02
H -1.274 -0.337 3.870  0.01
H 0.889 -5.600 -6.242  0.07
H 2.525 -0.099 4.199  0.10
H 1.841 2.415 5.349  0.01
H 1.134 0.823 3.652  0.05
H -1.689 0.276 7.893  0.02
H -4.141 2.533 1.751  0.09
H -0.422 -3.513 -6.958  0.12
H -4.639 -9.634 -4.768  0.14
H -0.004 -4.057 1.496  0.02
H 1.377 -3.031 3.408  0.05
H 1.581 -4.835 -7.676  0.09
H -3.680 -5.161 -6.464  0.14
H -5.064 -6.757 -7.812  0.14
H 4.382 0.704 2.122  0.04
H -5.100 -5.685 -5.567  0.15
H -3.212 -8.047 -3.477  0.15
H 1.052 3.125 6.757  0.03
H 3.124 1.947 1.906  0.04
H -3.454 -7.440 -7.466  0.14
H -0.167 -1.343 6.323  0.08
H -5.915 -8.015 -5.962  0.19
H -1.302 -2.019 4.350  0.09
H 2.319 -2.508 4.807  0.10
H -1.067 -4.118 2.925  0.04
H -3.204 -9.131 -5.697  0.14
H 2.331 -4.592 -6.098  0.09
H 1.038 -2.576 -6.779  0.13
H 0.115 2.812 1.241  0.07
H -1.760 -4.151 1.293  0.02
H -0.027 0.607 8.433  0.03
H 1.454 -0.662 6.295  0.09
H 3.727 1.048 0.495  0.04
H -3.157 3.587 2.778  0.10
H -3.857 1.307 -1.196  0.09
H -3.492 4.057 1.109  0.11
H 2.005 1.642 6.943  0.03
H -0.722 3.694 2.544  0.09
H -3.442 -2.332 2.718  0.05
H -4.824 -7.397 -3.751  0.14
H 0.727 -3.227 5.035  0.10
H 3.795 -2.152 2.596  0.04

multiplicity	1
max |F|	1.49	eV/Å
ΔE to the lowest compared entry with this formula, charge and spin	0.0	kcal per mole
E_tot	-250385.3539	eV
charge	+2
molar mass	1039.86	g/mol



C32H54BN8Pd as an isolated structure, computed with the ωB97M-V functional and the def2-TZVPD basis.

Last column: Löwdin charge in e.
CARTESIAN COORDINATES (ANGSTROEM)
Pd 0.220 -0.695 2.093  0.22
N 0.191 1.664 1.219  0.07
N 1.504 -0.002 -0.887  0.06
N -1.001 -3.480 1.041  0.05
N 0.158 -2.970 1.465  0.04
N -1.552 -0.291 0.390  0.08
N 1.961 -0.135 0.373  0.08
N 0.098 1.950 -0.082  0.05
N -1.136 -0.092 -0.865  0.06
C -2.799 -0.733 0.351  -0.29
C 0.105 2.782 1.903  -0.27
C 2.440 -0.306 -3.269  -0.35
C -0.053 3.290 -0.254  -0.22
C -2.201 -5.625 0.624  -0.03
C 0.225 2.710 3.405  -0.37
C 0.938 -4.004 1.729  -0.34
C 3.246 -0.422 0.320  -0.29
C 4.250 0.996 2.069  -0.06
C -0.196 3.961 -1.589  -0.37
C -2.779 -1.388 2.806  -0.10
C -3.587 -0.799 1.639  -0.37
C -2.919 0.857 -3.729  -0.06
C -0.410 3.933 4.067  -0.09
C 1.029 4.832 -1.889  -0.07
C 0.242 -5.210 1.470  0.00
C -0.054 3.866 1.009  0.02
C -0.373 1.396 3.928  -0.10
C 4.049 -0.448 1.588  -0.39
C 5.373 -1.182 1.417  -0.08
C 2.201 1.037 -3.974  -0.07
C -2.353 -1.593 -3.935  -0.07
C -3.209 -0.852 -0.995  0.02
C 2.320 -3.766 2.233  -0.04
C 1.416 -1.360 -3.712  -0.05
C -1.484 4.788 -1.647  -0.07
C -2.015 -0.277 -3.231  -0.38
C -1.002 -4.829 1.020  -0.32
C -4.928 -1.503 1.449  -0.09
C -2.123 -0.418 -1.740  -0.22
C 3.651 -0.513 -1.027  0.02
C 2.518 -0.228 -1.768  -0.22
B 0.156 0.767 -1.098  -0.45
H -4.163 -1.183 -1.377  0.10
H -0.248 1.317 5.011  0.07
H -3.796 0.246 1.897  0.13
H 1.166 1.361 -3.870  0.05
H -2.682 1.786 -3.208  0.07
H 6.001 -0.678 0.676  0.07
H 0.119 4.846 3.782  0.07
H -0.256 3.184 -2.352  0.10
H -1.452 5.593 -0.909  0.07
H -0.156 4.914 1.244  0.09
H -1.922 -6.665 0.466  0.07
H -2.787 1.017 -4.803  0.07
H 0.946 5.301 -2.874  0.07
H 4.624 -0.757 -1.427  0.10
H 0.602 -6.220 1.588  0.10
H -2.885 -2.476 2.852  0.06
H 4.825 1.571 1.338  0.08
H -4.786 -2.544 1.144  0.07
H 2.422 0.944 -5.041  0.07
H 5.206 -2.208 1.081  0.07
H -3.136 -0.984 3.757  0.07
H -2.961 -5.597 1.409  0.07
H -1.688 -1.135 2.687  0.01
H -1.724 -2.844 0.739  0.12
H 5.925 -1.215 2.359  0.07
H -5.527 -1.001 0.685  0.07
H -0.373 3.844 5.155  0.07
H 2.472 -4.212 3.217  0.07
H -1.454 4.032 3.762  0.08
H 3.448 -0.946 2.353  0.10
H -2.346 4.159 -1.421  0.08
H -3.379 -1.893 -3.712  0.07
H 4.772 1.021 3.030  0.07
H 3.269 1.458 2.185  0.06
H -3.966 0.611 -3.539  0.08
H 1.294 2.711 3.653  0.13
H -5.493 -1.500 2.383  0.07
H 0.141 0.514 3.427  -0.01
H 2.842 1.812 -3.551  0.08
H -2.254 -1.487 -5.019  0.07
H -1.437 1.353 3.689  0.07
H 0.469 -1.206 -3.195  0.05
H 3.074 -4.166 1.551  0.07
H 1.771 -2.362 -3.464  0.08
H -2.646 -5.235 -0.293  0.07
H 3.428 -0.651 -3.584  0.12
H -1.684 -2.387 -3.599  0.08
H 2.436 -2.685 2.311  0.03
H 1.935 4.224 -1.865  0.08
H 1.245 -1.314 -4.791  0.08
H 0.127 1.192 -2.211  0.09
H -1.618 5.231 -2.637  0.07
H -0.985 -0.015 -3.470  0.09
H 1.126 5.616 -1.136  0.07

multiplicity	1
max |F|	0.96	eV/Å
E_tot	-50140.6573	eV
charge	-1
molar mass	668.07	g/mol



C32H54N3OP2PtS as an isolated structure, computed with the ωB97M-V functional and the def2-TZVPD basis.

Last column: Löwdin charge in e.
CARTESIAN COORDINATES (ANGSTROEM)
Pt 0.496 0.285 0.903  0.98
S -3.254 -0.577 3.716  1.06
P 0.630 -2.222 1.040  1.05
P 0.512 2.483 -0.079  1.03
O 2.691 0.885 2.904  0.12
N 1.742 -0.026 -0.898  -0.05
N -1.056 0.088 2.522  -0.20
N -1.930 -0.319 -0.823  0.16
C -1.331 3.332 0.060  -0.62
C -4.152 0.297 -3.387  -0.05
C 1.691 -2.219 3.676  -0.11
C -2.559 -0.518 -1.811  -0.07
C 1.937 3.716 0.308  -0.65
C -1.820 -3.406 0.186  -0.11
C 3.287 -1.460 -1.993  -0.07
C 0.977 -3.163 2.701  -0.65
C -0.020 -3.095 -1.561  -0.10
C 1.863 4.200 1.764  -0.10
C -1.803 3.607 -1.366  -0.10
C 2.408 -1.175 -0.950  -0.37
C 1.840 0.664 2.137  -0.36
C 1.759 4.854 -0.734  -0.08
C -2.216 -0.565 2.332  -0.49
C 3.250 -0.675 -3.139  -0.06
C -0.374 -3.562 3.322  -0.08
C 0.072 -4.964 0.070  -0.09
C 2.413 0.431 -3.146  -0.04
C -2.131 -1.363 -4.043  -0.05
C -2.409 2.466 0.720  -0.12
C 3.301 3.026 0.074  -0.09
C 1.758 0.872 -1.961  -0.38
C -1.731 0.993 -3.756  -0.03
C 2.285 -2.175 0.203  -0.28
C -0.953 0.605 3.805  -0.22
C 1.259 2.186 -1.729  -0.29
C 1.893 -4.397 2.533  -0.08
C -1.238 4.606 0.898  -0.10
C -0.319 -3.485 -0.109  -0.64
C -2.705 -0.164 -3.291  -0.53
C -2.064 0.339 4.596  -0.34
H 1.065 -1.361 3.948  0.06
H -1.984 2.639 -1.851  0.03
H -0.669 0.775 -3.568  0.07
H -1.026 -1.294 -3.951  0.09
H -4.394 0.991 -2.549  0.10
H -1.890 1.955 -3.273  0.04
H 3.408 2.132 0.694  0.05
H 2.235 1.027 -4.032  0.11
H 3.841 -0.956 -4.014  0.12
H -2.165 2.221 1.755  0.06
H 1.084 2.782 -2.606  0.06
H 2.539 -3.187 -0.158  0.09
H -2.603 1.538 0.173  0.03
H 2.751 5.251 -0.992  0.09
H -2.044 -3.653 1.230  0.06
H -0.875 -4.369 2.772  0.07
H -2.322 -4.171 -0.426  0.10
H 1.145 -5.159 -0.051  0.08
H -4.858 -0.530 -3.290  0.09
H 2.661 -1.875 3.292  0.08
H -0.899 4.361 1.914  0.08
H 2.802 -4.173 1.954  0.08
H 3.975 -2.288 -1.876  0.11
H 1.149 5.682 -0.358  0.07
H -4.343 0.826 -4.316  0.09
H -1.888 1.159 -4.832  0.10
H -2.176 0.658 5.613  0.07
H -0.080 1.171 4.096  0.11
H -3.348 3.045 0.717  0.10
H 3.463 2.749 -0.978  0.08
H 4.106 3.704 0.390  0.09
H -2.572 -0.929 1.374  0.04
H -1.105 4.207 -1.970  0.09
H 3.005 -1.893 0.991  0.09
H -1.049 -2.695 3.393  0.05
H -2.256 5.021 0.977  0.10
H -0.281 -5.385 1.020  0.07
H -0.175 -3.934 4.340  0.10
H 1.300 4.508 -1.675  0.05
H 2.207 -4.703 3.544  0.09
H -2.346 -1.343 -5.113  0.10
H -2.229 -2.423 -0.057  0.02
H -0.718 -3.615 -2.235  0.09
H -2.389 -2.349 -3.631  0.08
H 1.213 5.071 1.890  0.07
H -0.121 -2.016 -1.727  0.05
H 1.386 -5.263 2.093  0.06
H 1.892 -2.792 4.596  0.10
H -0.592 5.373 0.452  0.06
H 1.523 3.418 2.452  0.06
H -0.444 -5.529 -0.723  0.10
H 2.870 4.494 2.088  0.09
H 0.991 -3.409 -1.858  0.09
H -2.771 4.139 -1.345  0.10

multiplicity	3
max |F|	5.21	eV/Å
ΔE to the lowest compared entry with this formula, charge and spin	15.2	kcal per mole
E_tot	-73229.6330	eV
charge	+1
molar mass	785.90	g/mol